Entry 1:
54
Properties=species:S:1:pos:R:3:nbo_charge:R:1 method="wB97M-V/def2-TZVPD" homo_energy_ev=-14.5 homo_lumo_gap_ha=0.2937 total_charge=+2 e_above_lowest_kcal_mol=15.35 energy_ha=-990.83832
Mo 0.44 0.08 0.02 1.380
N 0.77 -0.45 2.19 -0.809
C 1.75 0.59 2.61 -0.241
C 2.95 0.65 1.67 -0.239
N 2.62 0.40 0.21 -0.403
C 3.46 -0.73 -0.30 -0.240
C 2.74 -2.05 -0.20 -0.236
N 1.40 -1.88 -0.79 -0.851
C 2.87 1.60 -0.65 -0.237
C 2.29 1.41 -2.05 -0.247
N 0.88 0.92 -2.05 -0.801
H -0.10 -0.33 2.71 0.423
H 1.10 -1.37 2.45 0.405
H 2.11 0.40 3.62 0.235
H 1.22 1.54 2.62 0.236
H 3.68 -0.10 1.98 0.218
H 3.43 1.62 1.77 0.248
H 4.40 -0.77 0.25 0.241
H 3.72 -0.54 -1.34 0.220
H 2.62 -2.38 0.83 0.206
H 3.31 -2.83 -0.72 0.243
H 0.81 -2.66 -0.52 0.418
H 1.45 -1.95 -1.81 0.412
H 3.94 1.78 -0.73 0.233
H 2.42 2.46 -0.16 0.245
H 2.88 0.71 -2.63 0.210
H 2.36 2.37 -2.58 0.246
H 0.69 0.45 -2.92 0.411
H 0.25 1.73 -2.05 0.420
C -2.78 2.88 -0.35 -0.612
C -3.05 1.59 -1.12 -0.237
C -4.55 1.41 -1.37 -0.597
C -2.52 0.34 -0.44 -0.017
C -2.10 -0.75 -1.21 -0.179
C -1.72 -1.94 -0.61 -0.257
C -1.78 -2.12 0.78 -0.021
C -1.37 -3.42 1.42 -0.642
C -2.23 -1.05 1.54 -0.226
C -2.56 0.17 0.95 -0.199
H -3.17 3.73 -0.91 0.240
H -1.72 3.05 -0.18 0.210
H -3.29 2.89 0.62 0.213
H -2.56 1.66 -2.10 0.197
H -5.09 1.34 -0.42 0.218
H -4.76 0.51 -1.95 0.218
H -4.95 2.27 -1.91 0.236
H -2.13 -0.67 -2.29 0.235
H -1.45 -2.79 -1.24 0.233
H -0.28 -3.48 1.57 0.196
H -1.65 -4.27 0.80 0.249
H -1.84 -3.54 2.39 0.252
H -2.31 -1.15 2.62 0.233
H -2.88 0.99 1.58 0.248
O 0.30 1.68 0.41 -0.538

Entry 2:
52
Properties=species:S:1:pos:R:3:nbo_charge:R:1 method="wB97M-V/def2-TZVPD" homo_energy_ev="-11.7 / -11.9" homo_lumo_gap_ha="0.2048 / 0.2244" total_charge=+1 e_above_lowest_kcal_mol=12.78 energy_ha=-2076.73546
Ru -0.80 0.00 -0.25 0.620
C -2.46 -3.03 0.00 -0.968
P -2.48 -1.35 0.66 1.279
C -4.16 -0.76 0.38 -0.965
C -2.24 -1.51 2.46 -0.733
C -1.82 -0.15 3.02 -0.756
P -0.41 0.39 2.00 1.325
C 1.01 -0.55 2.62 -0.977
C -0.05 2.12 2.36 -0.978
H -3.10 -3.65 0.63 0.257
H -1.45 -3.43 0.00 0.284
H -2.84 -3.03 -1.02 0.269
H -4.84 -1.41 0.94 0.261
H -4.40 -0.82 -0.68 0.268
H -4.28 0.27 0.72 0.286
H -1.45 -2.26 2.60 0.249
H -3.14 -1.91 2.94 0.269
H -1.55 -0.19 4.08 0.262
H -2.60 0.60 2.89 0.282
H 1.04 -0.45 3.71 0.257
H 1.94 -0.16 2.21 0.269
H 0.92 -1.60 2.36 0.257
H 0.21 2.20 3.42 0.260
H -0.92 2.73 2.15 0.284
H 0.79 2.46 1.76 0.269
N -1.81 2.51 -2.47 -0.529
C -0.88 1.61 -2.90 0.474
N -0.27 1.65 -4.06 -0.334
N 0.58 0.58 -4.02 -0.002
N 0.50 -0.04 -2.92 -0.121
N -0.46 0.57 -2.15 -0.430
C -2.33 2.50 -1.22 0.480
N -3.21 3.38 -0.78 -0.331
N -3.46 3.01 0.49 -0.004
N -2.78 1.98 0.81 -0.182
N -2.03 1.59 -0.27 -0.390
H -2.08 3.25 -3.10 0.457
O 0.14 -1.79 -0.46 -0.478
N 1.40 -1.83 -0.68 0.211
N 1.94 -0.68 -0.64 0.185
O 1.28 0.34 -0.20 -0.475
C 3.29 -0.51 -1.08 0.151
C 3.90 0.72 -0.84 -0.230
C 5.20 0.90 -1.27 -0.190
C 5.87 -0.13 -1.93 -0.174
C 5.23 -1.34 -2.17 -0.185
C 3.93 -1.55 -1.75 -0.216
H 3.36 1.51 -0.34 0.238
H 5.69 1.85 -1.10 0.232
H 6.88 0.02 -2.27 0.232
H 5.75 -2.13 -2.69 0.234
H 3.42 -2.47 -1.95 0.248

Entry 3:
61
Properties=species:S:1:pos:R:3:nbo_charge:R:1 method="wB97M-V/def2-TZVPD" homo_energy_ev="-17.4 / -17.3" homo_lumo_gap_ha="0.1830 / 0.1181" total_charge=+3 multiplicity=6 energy_ha=-1485.54510
Pt -22.07 -9.57 12.50 1.089
Pt -21.51 -6.48 10.89 0.975
O -22.37 -7.36 12.82 -0.657
C -22.82 -6.25 13.60 -0.138
C -22.32 -4.72 13.19 -0.178
O -21.92 -4.46 11.82 -0.274
H -22.52 -6.45 14.63 0.215
H -23.91 -6.31 13.55 0.260
H -21.50 -4.60 13.89 0.278
H -23.08 -3.98 13.43 0.265
C -26.80 -2.51 19.40 -0.626
C -25.81 -2.61 18.21 0.084
C -24.51 -3.11 18.82 -0.422
C -24.51 -4.57 19.18 -0.417
C -24.90 -5.42 17.97 -0.415
C -26.21 -5.01 17.33 0.057
N -26.31 -3.55 17.18 0.288
O -27.51 -3.12 16.65 -0.491
C -26.26 -5.81 16.03 -0.604
C -27.42 -5.58 18.21 -0.593
C -25.60 -1.22 17.60 -0.619
H -27.03 -3.41 19.96 0.233
H -27.79 -2.18 19.07 0.225
H -26.44 -1.84 20.19 0.276
H -23.75 -3.07 18.04 0.202
H -24.17 -2.40 19.58 0.264
H -25.08 -4.79 20.08 0.224
H -23.56 -5.00 19.48 0.245
H -25.14 -6.39 18.41 0.249
H -24.01 -5.49 17.34 0.208
H -25.35 -5.69 15.44 0.181
H -26.29 -6.89 16.19 0.248
H -27.16 -5.74 15.41 0.253
H -28.28 -4.94 17.99 0.196
H -27.71 -6.62 18.03 0.262
H -27.33 -5.55 19.30 0.248
H -25.31 -0.55 18.42 0.261
H -26.35 -0.93 16.87 0.256
H -24.65 -1.23 17.06 0.221
H -28.17 -3.32 17.32 0.507
O -22.54 -9.62 14.57 -0.971
H -22.66 -9.98 15.45 0.563
H -22.51 -8.67 14.70 0.503
O -23.89 -1.38 12.46 -0.927
H -24.26 -1.89 13.19 0.433
H -24.01 -1.94 11.70 0.482
O -19.41 -5.09 15.69 -0.927
H -20.22 -4.61 15.51 0.450
H -19.59 -5.99 15.41 0.475
O -20.22 -7.60 15.16 -0.960
H -20.27 -7.83 14.23 0.474
H -19.86 -8.39 15.58 0.514
O -19.10 -3.00 14.02 -0.967
H -18.81 -3.88 14.23 0.478
H -18.82 -2.47 14.76 0.488
O -22.61 -8.00 16.92 -0.961
H -22.15 -8.59 17.51 0.496
H -21.92 -7.58 16.40 0.471
O -23.96 -3.04 10.44 -0.903
H -23.64 -2.98 9.53 0.505
H -23.71 -3.92 10.72 0.447

Entry 4:
91
Properties=species:S:1:pos:R:3:mulliken_charge:R:1 method="wB97M-V/def2-TZVPD" homo_energy_ev=-11.4 homo_lumo_gap_ha=0.2461 total_charge=+1 energy_ha=-3405.06530
C -4.26 -4.59 2.92 -0.703
C -4.17 -3.11 2.16 -0.571
P -2.46 -2.27 2.41 -0.025
C -1.08 -3.63 2.58 -0.657
C -2.00 -1.16 0.88 0.319
C -2.23 0.46 1.09 0.067
N -2.77 1.13 2.33 -0.293
C -1.80 1.44 -0.17 0.471
C -1.94 3.09 -0.05 -0.638
C -0.51 3.58 0.68 0.380
O -0.20 2.88 1.81 -0.534
O 0.37 4.62 0.13 -0.280
C 1.77 4.18 0.38 0.679
C 2.88 5.09 1.21 -0.864
O 2.24 2.99 -0.11 -0.474
C -1.19 0.76 -1.53 -0.445
C -1.02 -0.88 -1.63 0.086
C -0.38 -1.49 -3.01 -0.498
C -1.28 -1.27 -4.36 0.147
O -1.48 -2.37 -5.14 -0.457
I -2.15 0.60 -5.08 0.148
N -1.44 -1.74 -0.42 0.546
F -1.28 -3.09 -0.55 -0.171
H -3.39 -5.30 2.54 0.092
H -5.31 -5.11 2.78 0.351
H -4.11 -4.45 4.09 0.199
H -4.54 -3.15 1.05 0.403
H -4.96 -2.43 2.74 0.274
H -0.11 -3.12 2.16 0.104
H -0.89 -3.91 3.72 0.304
H -1.33 -4.60 1.97 0.212
H -3.66 1.65 2.15 0.210
H -2.83 0.50 3.16 0.328
H -2.83 3.35 0.66 0.201
H -2.05 3.60 -1.11 0.444
H 2.30 5.81 1.93 0.310
H 3.61 4.43 1.85 0.284
H 3.57 5.72 0.47 0.200
H -0.87 1.52 -2.40 0.246
H 0.70 -1.04 -3.13 0.311
H -0.25 -2.66 -2.85 0.271
C 2.02 -3.27 -0.06 0.148
C 2.68 -3.08 -1.38 -0.070
O 4.05 -3.32 -1.10 -0.342
C 4.09 -4.10 0.02 0.517
O 5.10 -4.64 0.44 -0.538
O 2.86 -4.21 0.59 -0.327
H 1.00 -3.66 -0.16 0.031
H 1.99 -2.35 0.54 0.171
H 2.34 -3.80 -2.13 0.276
H 2.54 -2.06 -1.77 0.118
C -5.57 4.03 -1.60 -0.350
C -6.61 4.18 -0.54 -0.400
O -6.67 2.89 0.04 -0.315
C -5.48 2.28 -0.22 0.597
O -5.12 1.23 0.28 -0.502
O -4.73 3.01 -1.10 -0.200
H -5.01 4.96 -1.77 0.319
H -5.99 3.70 -2.56 0.276
H -6.31 4.90 0.23 0.267
H -7.58 4.48 -0.94 0.317
C 3.11 5.44 -4.16 -0.323
C 3.19 4.76 -2.83 0.089
O 4.17 5.51 -2.14 -0.278
C 4.19 6.75 -2.71 0.675
O 4.80 7.71 -2.26 -0.573
O 3.45 6.78 -3.86 -0.340
H 2.10 5.39 -4.59 0.360
H 3.83 5.04 -4.88 0.204
H 2.25 4.81 -2.27 -0.024
H 3.50 3.71 -2.92 0.248
C -1.59 -7.99 5.84 -0.379
C -1.72 -6.50 5.83 -0.366
O -1.52 -6.16 4.47 -0.109
C -1.83 -7.27 3.74 0.583
O -1.94 -7.28 2.52 -0.530
O -2.02 -8.36 4.54 -0.326
H -2.22 -8.46 6.60 0.314
H -0.56 -8.32 5.97 0.271
H -2.71 -6.16 6.14 0.262
H -0.97 -6.02 6.46 0.320
C 6.51 1.88 -1.49 -0.285
C 7.58 1.77 -2.54 -0.384
O 6.84 1.66 -3.74 -0.356
C 5.62 2.22 -3.51 0.648
O 4.79 2.45 -4.37 -0.560
O 5.44 2.49 -2.18 -0.245
H 6.82 2.49 -0.64 0.298
H 6.19 0.90 -1.13 0.242
H 8.20 2.67 -2.59 0.277
H 8.22 0.90 -2.39 0.316

Entry 5:
53
Properties=species:S:1:pos:R:3:nbo_charge:R:1 method="wB97M-V/def2-TZVPD" homo_energy_ev="-9.8 / -9.8" homo_lumo_gap_ha="0.3338 / 0.1465" total_charge=0 multiplicity=2 e_above_lowest_kcal_mol=139.93 energy_ha=-1300.69326
C -2.19 -0.33 2.18 -0.128
O -1.29 0.18 1.29 -0.430
C -2.14 -1.82 2.26 -0.637
H -3.23 0.06 1.98 0.249
H -1.92 0.13 3.12 0.284
H -2.39 -2.34 3.16 0.258
H -1.28 -2.22 1.88 0.194
H -3.03 -2.16 1.58 0.263
H 3.64 -1.36 1.28 0.468
H 2.82 -2.05 0.36 0.473
O 3.38 -2.29 1.10 -0.942
H 2.22 3.38 0.74 0.459
H 0.61 3.12 0.57 0.497
O 1.38 3.74 0.84 -0.958
H 1.68 0.94 -2.27 0.476
H 1.02 -0.26 -2.77 0.475
O 1.88 0.33 -2.93 -0.924
H 3.14 2.06 -0.43 0.484
H 1.66 1.10 -0.02 0.549
O 2.50 1.43 -0.66 -1.016
H 0.53 2.15 2.81 0.473
H -0.10 0.97 1.94 0.427
O 0.78 1.56 2.20 -0.876
H -1.07 -2.70 -1.75 0.499
H -0.02 -3.97 -2.07 0.492
O -0.92 -3.68 -1.76 -0.991
H 0.45 -0.53 2.31 0.433
H 1.11 -1.92 2.78 0.474
O 1.32 -0.95 2.67 -0.909
H -1.17 -1.16 -1.10 0.468
H -1.88 -0.69 -2.40 0.503
O -1.95 -1.31 -1.71 -0.969
H 1.89 3.15 -1.45 0.475
H 0.48 3.54 -1.39 0.468
O 1.11 3.16 -2.08 -0.952
H -2.65 1.73 -0.50 0.451
H -3.65 1.95 -1.47 0.467
O -2.71 1.73 -1.39 -0.918
H -1.43 1.91 1.25 0.471
H -1.99 3.33 1.97 0.491
O -1.36 2.93 1.21 -0.982
H 0.39 -1.63 0.06 0.475
H -0.46 -0.36 0.17 0.478
O 0.41 -0.81 -0.48 -0.970
H -1.89 0.79 -3.79 0.492
H -0.33 1.34 -3.21 0.534
O -0.97 0.71 -3.69 -1.017
H -0.93 -3.36 0.96 0.409
H -1.20 -4.07 -0.22 0.489
O -1.27 -4.18 0.73 -0.940
H 4.46 -0.25 -1.12 0.462
H 2.86 -0.25 -1.54 0.512
O 3.69 -0.79 -1.23 -1.014